A molecular structure, C46H43NO2P2PtS. Source: the Open Molecules 2025 dataset; level of theory: ωB97M-V with the def2-TZVPD basis set.

As for the energy above the lowest of the compared OMol25 structures with the same formula, charge and spin: 91.46 kJ/mol. The charge is +2.

Geometry (Å):
Pt -0.55 -0.03 -1.15
C 2.49 -1.51 5.04
C 2.60 -1.97 3.58
C 3.68 -3.06 3.46
C 1.25 -2.54 3.11
C 0.69 -3.72 3.60
C -0.54 -4.19 3.16
C -1.26 -3.49 2.19
C -0.74 -2.31 1.68
P -1.60 -1.26 0.47
C -2.68 -0.13 1.37
C -2.58 0.07 2.74
C -3.44 0.96 3.37
C -4.41 1.63 2.64
C -4.52 1.43 1.27
C -3.65 0.56 0.63
C -2.68 -2.40 -0.42
C -4.02 -2.52 -0.06
C -4.82 -3.47 -0.69
C -4.29 -4.29 -1.67
C -2.95 -4.17 -2.03
C -2.15 -3.23 -1.40
C 0.47 -1.88 2.19
O 0.83 -0.69 1.67
C 2.09 -0.22 1.80
C 2.33 0.83 0.94
C 3.59 1.43 1.00
C 4.52 0.96 1.92
C 4.22 -0.12 2.74
C 2.98 -0.76 2.70
P 0.95 1.43 -0.10
C 0.17 2.76 0.84
C -1.21 2.93 0.85
C -1.78 3.97 1.56
C -0.98 4.86 2.27
C 0.40 4.70 2.26
C 0.98 3.66 1.55
C 1.74 2.15 -1.53
C 2.71 1.42 -2.23
C 3.29 1.98 -3.36
C 2.90 3.24 -3.79
C 1.94 3.96 -3.09
C 1.34 3.41 -1.96
H 2.21 -2.35 5.68
H 1.73 -0.73 5.15
H 3.44 -1.12 5.39
H 3.45 -3.90 4.11
H 4.65 -2.67 3.77
H 3.77 -3.42 2.44
H 1.23 -4.30 4.35
H -0.95 -5.11 3.56
H -2.21 -3.88 1.84
H -1.83 -0.46 3.32
H -3.37 1.11 4.44
H -5.09 2.31 3.15
H -5.29 1.94 0.70
H -3.74 0.40 -0.44
H -4.45 -1.89 0.71
H -5.87 -3.57 -0.41
H -4.91 -5.02 -2.16
H -2.53 -4.82 -2.79
H -1.10 -3.15 -1.68
H 3.84 2.25 0.34
H 5.50 1.43 1.97
H 4.97 -0.46 3.45
H -1.84 2.24 0.31
H -2.86 4.10 1.56
H -1.42 5.68 2.82
H 1.04 5.38 2.81
H 2.05 3.54 1.56
H 3.02 0.45 -1.88
H 4.05 1.43 -3.90
H 3.36 3.68 -4.67
H 1.64 4.95 -3.43
H 0.59 3.97 -1.41
S -0.82 -0.47 -3.41
C 0.38 -1.65 -3.85
N 1.23 -2.14 -2.93
C 2.20 -3.05 -3.17
C 2.37 -3.52 -4.44
C 1.53 -3.04 -5.44
C 0.54 -2.11 -5.16
H 1.12 -1.76 -1.99
H 2.80 -3.35 -2.32
H 3.14 -4.25 -4.64
H 1.65 -3.39 -6.46
H -0.13 -1.74 -5.92
C -1.97 4.43 -3.53
C -1.52 3.00 -3.59
O -1.58 2.38 -2.27
H -2.02 4.86 -4.54
H -1.30 5.04 -2.93
H -2.98 4.52 -3.11
H -0.48 2.93 -3.89
H -2.10 2.41 -4.30
H -2.47 2.52 -1.93

Atomic partial charges in e from the Löwdin method, atoms 1 to 5: atom 1 (Pt): 0.540, atom 2 (C): -0.005, atom 3 (C): -0.412, atom 4 (C): -0.017, atom 5 (C): -0.073

A molecular structure, C4H6NO. Source: the Open Molecules 2025 dataset; level of theory: ωB97M-V with the def2-TZVPD basis set.

As for the energy above the lowest of the compared OMol25 structures with the same formula, charge and spin: 281.61 kJ/mol. The charge is +1.

Geometry (Å):
C -0.93 -1.10 0.63
C -0.13 0.02 1.18
C 0.27 -0.72 -0.97
C 0.74 0.29 0.02
N -0.08 0.67 -1.15
O -1.67 -1.95 0.87
H -0.79 0.92 1.31
H 0.26 -0.23 2.20
H 0.97 -1.19 -1.61
H 1.71 0.91 0.12
H 0.50 1.19 -1.77
H -0.87 1.18 -0.83

Atomic partial charges in e from the natural (NBO) method, atoms 1 to 5: atom 1 (C): 0.745, atom 2 (C): -0.573, atom 3 (C): -0.201, atom 4 (C): -0.094, atom 5 (N): -0.525

A molecular structure, C49H53B2Cl3N13O3RuSSe. Source: the Open Molecules 2025 dataset; level of theory: ωB97M-V with the def2-TZVPD basis set.

As for the spin multiplicity: 6. The charge is 0.

Geometry (Å):
Ru -0.27 0.02 -0.13
C -4.69 0.56 -1.05
C -3.88 -0.24 -0.03
C -4.74 -1.36 0.57
C -3.30 0.63 1.03
C -3.89 1.47 1.99
C -2.82 2.02 2.68
N -1.68 1.53 2.17
N -1.98 0.69 1.18
B -0.24 1.95 2.44
N 0.66 0.69 2.55
C 1.77 0.61 3.31
C 2.02 -0.71 3.58
C 0.98 -1.41 2.95
N 0.19 -0.56 2.31
C 0.64 -2.84 3.25
C -0.68 -3.30 2.62
C 1.78 -3.80 2.91
N 0.21 2.79 1.25
C 0.92 3.93 1.25
C 0.85 4.49 -0.01
C 0.05 3.60 -0.75
N -0.30 2.58 0.03
C -0.47 3.82 -2.13
C -1.64 2.89 -2.41
C 0.63 3.65 -3.18
H -4.98 -0.08 -1.88
H -4.09 1.38 -1.44
H -5.59 0.97 -0.59
H -3.02 -0.69 -0.55
H -5.61 -0.95 1.08
H -4.16 -1.93 1.29
H -5.08 -2.03 -0.21
H -4.93 1.66 2.15
H -2.82 2.72 3.49
H -0.16 2.58 3.45
H 2.28 1.50 3.62
H 2.82 -1.11 4.17
H 0.52 -2.86 4.34
H -1.20 -2.46 2.15
H -1.34 -3.74 3.37
H -0.50 -4.06 1.85
H 1.57 -4.78 3.34
H 1.89 -3.90 1.83
H 2.72 -3.44 3.32
H 1.41 4.27 2.14
H 1.29 5.40 -0.35
H -0.82 4.86 -2.18
H -1.32 1.85 -2.30
H -2.01 3.04 -3.42
H -2.44 3.08 -1.70
H 0.96 2.61 -3.21
H 1.49 4.28 -2.95
H 0.25 3.92 -4.16
Cl 5.16 -8.16 1.56
C 3.63 -7.76 0.87
C 2.69 -7.07 1.63
C 1.47 -6.76 1.06
C 1.16 -7.12 -0.24
C -0.20 -6.80 -0.81
C -0.21 -5.55 -1.72
N 0.32 -4.36 -1.12
C 1.64 -4.06 -0.95
C 1.69 -2.79 -0.46
N 0.42 -2.31 -0.34
C -0.38 -3.28 -0.74
O -1.16 -6.60 0.21
C -1.65 -7.82 0.75
C -2.32 -7.55 2.06
C -3.37 -6.68 2.22
Cl -4.13 -5.77 1.00
S -3.90 -6.59 3.86
C -2.70 -7.73 4.34
C -1.94 -8.14 3.29
C 2.12 -7.81 -0.98
Cl 1.79 -8.30 -2.61
C 3.35 -8.13 -0.43
H 2.92 -6.79 2.64
H 0.72 -6.24 1.64
H -0.52 -7.64 -1.45
H -1.25 -5.36 -2.00
H 0.37 -5.76 -2.63
H 2.42 -4.75 -1.21
H 2.54 -2.20 -0.19
H -1.45 -3.23 -0.75
H -0.83 -8.53 0.90
H -2.37 -8.26 0.04
H -2.63 -8.02 5.36
H -1.14 -8.85 3.38
H 4.08 -8.66 -1.01
O 3.75 1.64 1.16
B 3.30 0.60 0.37
O 3.96 -0.58 0.70
C 4.80 -0.26 1.72
C 5.68 -1.05 2.43
C 6.39 -0.45 3.45
C 6.26 0.91 3.74
C 5.40 1.71 3.00
C 4.67 1.11 2.00
H 5.79 -2.10 2.20
H 7.07 -1.04 4.04
H 6.83 1.34 4.54
H 5.30 2.77 3.20
C 4.67 3.20 -1.78
N 4.94 1.81 -2.01
C 6.13 1.18 -1.78
C 5.99 -0.11 -2.16
N 4.71 -0.24 -2.62
C 4.14 -1.45 -3.16
C 4.05 0.93 -2.54
Se 2.09 0.89 -1.07
H 5.12 3.52 -0.84
H 3.59 3.33 -1.73
H 5.07 3.80 -2.60
H 6.98 1.70 -1.37
H 6.67 -0.93 -2.13
H 4.79 -1.85 -3.94
H 3.16 -1.21 -3.57
H 4.03 -2.20 -2.38
N -1.17 -0.55 -2.12
C -0.59 -0.91 -3.07
C 0.05 -1.41 -4.17
C 0.58 -2.69 -4.07
N 1.01 -3.75 -3.96
C 0.20 -0.68 -5.35
N 0.34 -0.10 -6.33

Atomic partial charges in e from the natural (NBO) method, atoms 1 to 5: atom 1 (Ru): 1.340, atom 2 (C): -0.595, atom 3 (C): -0.248, atom 4 (C): -0.596, atom 5 (C): 0.185

C3H6N2O in the gas phase. Source: the Open Molecules 2025 dataset; level of theory: ωB97M-V with the def2-TZVPD basis set.

As for the energy above the lowest of the compared OMol25 structures with the same formula, charge and spin: 116.43 kJ/mol. The SMILES is O=C1NCCN1. The charge is 0.

Geometry (Å):
O -0.27 -2.11 -1.59
C -0.18 -1.10 -0.93
N -0.56 -1.00 0.40
C 0.13 0.09 1.06
C 0.12 1.11 -0.02
N 0.47 0.16 -1.20
H -0.64 -1.88 0.89
H 1.19 -0.13 1.26
H -0.37 0.42 1.96
H -0.88 1.57 -0.17
H 0.83 1.95 0.09
H 0.16 0.92 -1.76

Atomic partial charges in e from the natural (NBO) method, atoms 1 to 5: atom 1 (O): -0.593, atom 2 (C): 0.778, atom 3 (N): -0.634, atom 4 (C): -0.234, atom 5 (C): -0.237

| no. | maximum force (hartree/bohr) | calculated total energy (hartree) |
| --- | --- | --- |
| 1 | 0.0264 | -3183.74049 |
| 2 | 0.0688 | -285.61494 |
| 3 | 0.0227 | -7161.42659 |
| 4 | 0.0648 | -302.64875 |